Entry 1:
The molecule C25H26FN3O6S2 in a non-equilibrium geometry. Source: the Open Molecules 2025 dataset; level of theory: the ωB97M-V functional and the def2-TZVPD basis.

Geometry as XYZ:
```
63
C25H26FN3O6S2 | the Open Molecules 2025 dataset | the ωB97M-V functional and the def2-TZVPD basis
O 0.336 -4.629 -1.358
C 0.540 -3.946 -0.381
C 1.949 -3.620 0.137
N 2.147 -2.185 0.071
C 2.760 -1.654 -1.128
C 1.860 -1.954 -2.300
C 2.224 -2.887 -3.261
C 1.346 -3.242 -4.270
C 0.095 -2.657 -4.297
F -0.772 -3.005 -5.267
C -0.293 -1.718 -3.358
C 0.599 -1.370 -2.362
S 2.187 -1.311 1.474
O 3.520 -1.023 1.910
O 1.304 -1.998 2.380
C 1.414 0.237 0.990
C 2.201 1.370 0.880
C 1.610 2.573 0.525
C 0.247 2.610 0.295
S -0.538 4.193 -0.048
O 0.423 5.057 -0.660
O -1.789 3.948 -0.696
N -0.871 4.809 1.457
C 0.259 5.228 2.255
C -0.263 6.125 3.381
O -1.235 5.454 4.148
C -2.332 5.065 3.356
C -1.887 4.130 2.227
C -0.541 1.480 0.411
C 0.050 0.275 0.758
N -0.391 -3.330 0.386
C -1.765 -3.197 0.161
C -2.381 -3.626 -1.011
C -3.739 -3.427 -1.182
C -4.493 -2.807 -0.200
C -3.881 -2.383 0.968
C -2.525 -2.574 1.150
H 2.694 -4.140 -0.470
H 2.045 -3.933 1.178
H 2.867 -0.577 -0.979
H 3.757 -2.087 -1.282
H 3.198 -3.350 -3.220
H 1.614 -3.973 -5.015
H -1.278 -1.282 -3.406
H 0.312 -0.643 -1.617
H 3.257 1.290 1.085
H 2.187 3.477 0.407
H 0.937 5.774 1.601
H 0.776 4.360 2.692
H 0.541 6.390 4.069
H -0.694 7.038 2.945
H -3.029 4.560 4.025
H -2.812 5.952 2.919
H -2.713 3.906 1.554
H -1.495 3.196 2.661
H -1.598 1.556 0.209
H -0.538 -0.623 0.858
H -0.038 -2.892 1.234
H -1.795 -4.112 -1.773
H -4.210 -3.762 -2.094
H -5.553 -2.658 -0.341
H -4.462 -1.903 1.742
H -2.044 -2.252 2.064
```

Computed properties:
Net charge: 0
SMILES: O=C(CN(Cc1ccc(F)cc1)S(=O)(=O)c1ccc(S(=O)(=O)N2CCOCC2)cc1)Nc1ccccc1
Calculated total energy in Ha: -2480.20566
LUMO in eV: -0.405

In the natural (NBO) picture, each atom carries the following charge in e: -0.596 0.684 -0.321 -0.691 -0.233 -0.088 -0.118 -0.283 0.403 -0.322 -0.263 -0.192 2.338 -0.923 -0.961 -0.319 -0.181 -0.197 -0.328 2.338 -0.930 -0.930 -0.669 -0.267 -0.072 -0.517 -0.072 -0.268 -0.139 -0.205 -0.655 0.230 -0.278 -0.176 -0.240 -0.199 -0.276 0.229 0.246 0.223 0.202 0.205 0.232 0.234 0.217 0.254 0.249 0.241 0.184 0.203 0.173 0.203 0.173 0.241 0.184 0.244 0.246 0.428 0.255 0.215 0.214 0.214 0.211

---

Entry 2:
A cluster of 16 separate species, C16H64O16 in total in a non-equilibrium geometry. Source: the Open Molecules 2025 dataset; level of theory: the ωB97M-V functional and the def2-TZVPD basis.

Geometry as XYZ:
```
96
C16H64O16 | the Open Molecules 2025 dataset | the ωB97M-V functional and the def2-TZVPD basis
C 1.319 -4.677 -0.599
O 0.651 -5.895 -0.784
H 2.050 -4.487 -1.384
H 1.861 -4.652 0.340
H 0.580 -3.919 -0.693
H -0.163 -5.891 -0.261
C -0.590 1.458 -3.699
O -0.560 0.285 -4.444
H -0.473 1.236 -2.650
H -1.556 1.966 -3.856
H 0.283 1.923 -4.058
H -0.088 -0.383 -3.972
C -0.256 0.358 0.303
O 0.064 -1.025 0.333
H -1.316 0.406 0.654
H -0.223 0.769 -0.675
H 0.365 1.023 0.890
H -0.468 -1.473 -0.315
C 2.143 3.890 0.935
O 1.606 4.959 0.205
H 3.072 3.573 0.537
H 1.494 2.987 0.931
H 2.464 4.188 1.925
H 2.288 5.174 -0.448
C 1.200 -2.527 3.143
O 1.916 -3.671 2.889
H 0.149 -2.718 3.415
H 1.103 -1.971 2.252
H 1.685 -1.942 3.890
H 2.807 -3.381 2.711
C -3.732 1.411 1.175
O -4.693 2.383 0.959
H -4.265 0.599 1.633
H -2.931 1.732 1.902
H -3.310 0.952 0.251
H -4.293 3.271 0.943
C 2.042 -0.384 -3.515
O 1.117 -0.750 -2.521
H 2.225 -1.291 -4.043
H 3.025 -0.261 -3.114
H 1.782 0.379 -4.235
H 1.501 -1.526 -2.108
C -4.157 3.280 -2.155
O -3.400 2.086 -2.170
H -4.059 3.739 -1.181
H -5.191 3.107 -2.400
H -3.706 4.002 -2.811
H -2.672 2.174 -1.547
C -0.719 3.582 -1.141
O -1.638 2.990 -0.256
H -1.237 3.541 -2.127
H 0.255 3.146 -1.261
H -0.624 4.698 -0.981
H -1.260 3.005 0.631
C -1.228 -4.498 1.457
O -1.446 -5.808 0.995
H -1.984 -4.148 2.109
H -1.128 -3.790 0.615
H -0.238 -4.556 2.022
H -1.621 -6.336 1.793
C 2.868 2.229 -1.957
O 2.278 1.385 -1.047
H 3.467 3.042 -1.555
H 2.040 2.636 -2.536
H 3.560 1.739 -2.615
H 1.769 0.715 -1.466
C 2.742 0.319 2.125
O 3.903 -0.253 2.554
H 2.007 0.166 2.899
H 2.294 0.001 1.181
H 2.891 1.374 2.081
H 3.773 -1.212 2.521
C -0.482 2.152 3.214
O -0.759 3.147 2.284
H -0.972 1.262 2.852
H -0.902 2.460 4.161
H 0.586 1.892 3.245
H -0.897 3.998 2.745
C 3.338 -1.892 -0.213
O 3.069 -2.160 -1.598
H 4.214 -2.465 0.158
H 2.487 -2.189 0.367
H 3.650 -0.834 -0.135
H 3.861 -2.026 -2.150
C -2.217 -1.421 -1.445
O -1.179 -2.330 -1.646
H -2.488 -1.431 -0.404
H -3.152 -1.685 -1.952
H -1.894 -0.434 -1.803
H -0.884 -2.233 -2.566
C -2.139 -1.320 2.838
O -3.121 -1.694 1.886
H -1.978 -2.138 3.527
H -2.384 -0.387 3.378
H -1.171 -1.110 2.377
H -4.002 -1.618 2.263
```

Computed properties:
Net charge: 0
Calculated total energy in Ha: -1851.47281
LUMO in eV: 0.251
Relative energy (zero: lowest compared OMol25 entry of this formula, charge and spin) in kJ/mol: 774.2

In the Löwdin picture, each atom carries the following charge in e: -0.179 -0.106 0.073 0.071 0.044 0.025 -0.165 -0.113 0.047 0.095 0.061 0.012 -0.139 -0.120 0.073 0.041 0.060 0.000 -0.188 -0.106 0.052 0.064 0.082 0.089 -0.191 -0.091 0.073 0.035 0.081 0.068 -0.189 -0.094 0.060 0.085 0.073 0.083 -0.138 -0.147 0.093 0.064 0.101 0.058 -0.146 -0.139 0.056 0.082 0.068 0.008 -0.140 -0.147 0.078 0.052 0.104 0.030 -0.136 -0.119 0.056 0.083 0.100 0.109 -0.168 -0.107 0.077 0.079 0.067 0.014 -0.216 -0.070 0.063 0.046 0.073 0.069 -0.134 -0.136 0.039 0.097 0.077 0.127 -0.109 -0.143 0.099 0.056 0.085 0.112 -0.135 -0.122 0.063 0.103 0.084 0.102 -0.159 -0.118 0.068 0.082 0.053 0.086

---

Entry 3:
A cluster of 5 separate species, C15H30O15 in total in a non-equilibrium geometry. Source: the Open Molecules 2025 dataset; level of theory: the ωB97M-V functional and the def2-TZVPD basis.

Geometry as XYZ:
```
60
C15H30O15 | the Open Molecules 2025 dataset | the ωB97M-V functional and the def2-TZVPD basis
C -0.483 2.524 -0.724
O 0.039 1.248 -0.267
C -0.790 0.394 0.333
O -1.966 0.660 0.702
O -0.151 -0.779 0.561
C -0.685 -1.835 1.402
H -0.044 3.397 -0.240
H -1.555 2.699 -0.629
H -0.241 2.773 -1.757
H -1.602 -2.224 0.961
H -1.059 -1.452 2.351
H 0.089 -2.595 1.512
C -1.953 -0.064 -3.391
O -1.404 -0.993 -2.507
C -1.722 -2.286 -2.619
O -2.524 -2.816 -3.352
O -0.863 -2.990 -1.805
C -0.512 -4.292 -2.224
H -2.333 -0.424 -4.348
H -1.035 0.485 -3.598
H -2.610 0.589 -2.818
H 0.062 -4.267 -3.150
H -1.364 -4.958 -2.361
H 0.130 -4.624 -1.409
C 1.071 6.174 -5.065
O 2.056 5.985 -4.008
C 1.783 5.148 -3.029
O 0.810 4.412 -3.023
O 2.771 5.215 -2.122
C 2.763 4.406 -0.991
H 1.631 6.358 -5.982
H 0.363 6.971 -4.837
H 0.496 5.264 -5.232
H 1.839 4.388 -0.413
H 3.601 4.702 -0.360
H 2.895 3.378 -1.326
C -0.969 -0.147 5.601
O -1.172 0.693 4.459
C -2.047 1.673 4.451
O -2.840 1.964 5.331
O -1.849 2.269 3.207
C -2.864 3.104 2.711
H -0.271 0.320 6.296
H -0.571 -1.135 5.366
H -1.925 -0.327 6.093
H -3.212 3.922 3.341
H -3.694 2.419 2.536
H -2.608 3.455 1.711
C 2.608 -3.134 -0.336
O 2.995 -3.940 0.826
C 2.156 -4.970 1.174
O 1.129 -5.355 0.606
O 2.599 -5.384 2.317
C 2.040 -6.547 2.912
H 2.361 -3.780 -1.179
H 3.408 -2.457 -0.635
H 1.668 -2.588 -0.259
H 2.001 -7.439 2.286
H 0.980 -6.399 3.118
H 2.573 -6.788 3.832
```

Computed properties:
Net charge: +1
Calculated total energy in Ha: -1717.74079
Spin multiplicity: 2
LUMO (spin up / spin down) in eV: -3.468 / -9.609
Relative energy (zero: lowest compared OMol25 entry of this formula, charge and spin) in kJ/mol: 0.0

In the natural (NBO) picture, each atom carries the following charge in e: -0.324 -0.376 0.986 -0.058 -0.375 -0.274 0.230 0.207 0.273 0.220 0.213 0.249 -0.263 -0.525 0.983 -0.595 -0.542 -0.268 0.231 0.194 0.180 0.183 0.204 0.223 -0.262 -0.483 1.003 -0.697 -0.484 -0.246 0.210 0.199 0.204 0.167 0.216 0.180 -0.265 -0.513 0.986 -0.594 -0.533 -0.258 0.204 0.198 0.211 0.217 0.180 0.180 -0.268 -0.499 0.989 -0.665 -0.475 -0.268 0.199 0.212 0.174 0.204 0.191 0.212

---

Entry 4:
The molecule C18H23BrN4O3 in a non-equilibrium geometry. Source: the Open Molecules 2025 dataset; level of theory: the ωB97M-V functional and the def2-TZVPD basis.

Geometry as XYZ:
```
49
C18H23BrN4O3 | the Open Molecules 2025 dataset | the ωB97M-V functional and the def2-TZVPD basis
C -0.495 -0.416 5.364
C -1.978 -0.309 4.994
O -2.158 -0.098 3.594
C -1.873 1.132 3.140
O -1.746 2.119 3.841
C -1.918 1.341 1.665
C -2.882 0.334 1.046
N -2.909 0.483 -0.408
C -3.582 1.484 -1.101
C -3.073 1.416 -2.358
N -2.143 0.401 -2.481
C -2.009 -0.133 -1.303
C -0.999 -1.199 -1.021
C -1.613 -2.621 -1.175
C -0.641 -3.693 -0.673
N 0.044 -1.101 -2.025
C 1.302 -0.702 -1.654
O 1.757 -1.105 -0.601
N 1.989 0.142 -2.482
C 3.236 0.711 -2.323
C 4.268 0.119 -1.595
C 5.533 0.721 -1.487
C 5.726 1.920 -2.169
Br 7.479 2.731 -2.124
C 4.707 2.531 -2.890
C 3.462 1.910 -2.955
H -0.286 -0.794 6.389
H -0.043 -1.166 4.712
H -0.014 0.573 5.278
H -2.469 -1.245 5.299
H -2.425 0.496 5.545
H -0.875 1.240 1.348
H -2.138 2.354 1.441
H -2.604 -0.690 1.305
H -3.887 0.508 1.419
H -4.363 2.139 -0.775
H -3.312 2.029 -3.217
H -0.666 -1.129 -0.005
H -1.875 -2.859 -2.207
H -2.524 -2.677 -0.603
H 0.293 -3.698 -1.255
H -0.446 -3.501 0.359
H -1.113 -4.676 -0.746
H -0.245 -0.856 -2.973
H 1.367 0.667 -3.082
H 4.161 -0.845 -1.087
H 6.376 0.292 -0.919
H 4.900 3.446 -3.430
H 2.705 2.270 -3.618
```

Computed properties:
Net charge: 0
SMILES: CCOC(=O)CCn1ccnc1[C@@H](CC)NC(=O)Nc1ccc(Br)cc1
Calculated total energy in Ha: -3718.49803
LUMO in eV: 0.613
Relative energy (zero: lowest compared OMol25 entry of this formula, charge and spin) in kJ/mol: 0.0

In the natural (NBO) picture, each atom carries the following charge in e: -0.645 -0.079 -0.511 0.793 -0.598 -0.504 -0.209 -0.350 -0.113 -0.089 -0.501 0.362 -0.097 -0.375 -0.605 -0.632 0.789 -0.656 -0.610 0.142 -0.175 -0.238 -0.081 0.025 -0.226 -0.234 0.224 0.214 0.227 0.193 0.200 0.241 0.245 0.226 0.215 0.229 0.208 0.239 0.208 0.194 0.221 0.201 0.208 0.413 0.393 0.242 0.236 0.231 0.208

---

Entry 5:
A structure of composition C7H36GaN2O9P2 in a non-equilibrium geometry. Source: the Open Molecules 2025 dataset; level of theory: the ωB97M-V functional and the def2-TZVPD basis.

Geometry as XYZ:
```
57
C7H36GaN2O9P2 | the Open Molecules 2025 dataset | the ωB97M-V functional and the def2-TZVPD basis
N 0.424 -1.252 1.476
P 0.368 -0.238 0.210
Ga -0.912 1.668 0.739
O -0.257 3.276 -0.018
P -3.130 1.200 0.044
N -3.759 0.139 1.320
O -3.041 0.259 -1.403
H 0.008 -2.139 1.237
H -0.241 -0.878 -0.909
H 1.711 0.080 -0.166
H -0.830 1.839 2.327
H -0.887 3.939 0.237
H -4.424 -0.493 0.885
H -2.999 -0.460 1.636
H -2.473 0.741 -2.003
C 0.915 5.682 3.123
O 0.061 5.673 1.989
H 0.771 6.624 3.651
H 0.668 4.853 3.793
H 1.962 5.603 2.814
H 0.204 4.832 1.536
C 0.112 2.731 -3.572
O -1.139 3.256 -3.148
H 0.112 2.691 -4.661
H 0.929 3.375 -3.237
H 0.260 1.722 -3.178
H -1.116 3.283 -2.187
C 3.029 -3.067 3.412
O 3.492 -1.754 3.139
H 3.526 -3.441 4.307
H 1.950 -3.048 3.584
H 3.256 -3.732 2.574
H 3.021 -1.457 2.352
C -3.486 -2.583 -2.141
O -2.814 -3.809 -2.460
H -2.754 -1.863 -1.808
H -3.997 -2.192 -3.026
H -4.213 -2.750 -1.340
H -3.478 -4.434 -2.752
C 1.838 1.538 5.047
O 0.965 1.580 3.927
H 1.724 2.468 5.602
H 1.582 0.699 5.702
H 2.879 1.443 4.722
H 1.078 0.751 3.447
C -2.473 -6.688 -4.746
O -3.857 -6.606 -5.086
H -2.024 -5.711 -4.903
H -2.358 -6.968 -3.696
H -1.969 -7.421 -5.382
H -4.241 -7.471 -4.942
C 4.589 1.310 -1.589
O 3.343 1.827 -1.144
H 4.577 1.286 -2.677
H 5.412 1.951 -1.257
H 4.741 0.294 -1.212
H 3.364 1.843 -0.186
```

Computed properties:
Net charge: -1
Calculated total energy in Ha: -3682.38151
LUMO in eV: 2.242

In the natural (NBO) picture, each atom carries the following charge in e: -1.415 0.728 0.782 -1.163 0.607 -1.113 -1.026 0.353 -0.053 -0.077 -0.276 0.456 0.364 0.366 0.484 -0.244 -0.742 0.164 0.174 0.154 0.489 -0.243 -0.748 0.164 0.173 0.159 0.492 -0.243 -0.743 0.164 0.179 0.153 0.486 -0.252 -0.738 0.219 0.158 0.151 0.456 -0.244 -0.724 0.166 0.157 0.158 0.486 -0.253 -0.725 0.197 0.165 0.156 0.459 -0.246 -0.713 0.177 0.156 0.161 0.468

---

Entry 6:
A structure of composition C18H29Cl4N7 in a non-equilibrium geometry. Source: the Open Molecules 2025 dataset; level of theory: the ωB97M-V functional and the def2-TZVPD basis.

Geometry as XYZ:
```
58
C18H29Cl4N7 | the Open Molecules 2025 dataset | the ωB97M-V functional and the def2-TZVPD basis
C 1.574 -2.479 -3.124
C 0.384 -1.974 -2.439
N -0.560 -1.579 -1.964
H 1.838 -3.488 -2.806
H 2.453 -1.883 -2.879
H 1.339 -2.386 -4.184
C -0.016 0.559 -0.548
C -0.125 -0.393 0.604
N -0.148 -1.158 1.437
H 0.636 1.374 -0.235
H -1.033 0.927 -0.682
H 0.426 -0.009 -1.367
C 1.288 -2.776 1.547
C 1.409 -3.061 0.098
N 1.530 -3.373 -1.026
H 1.693 -1.766 1.616
H 1.894 -3.453 2.149
H 0.312 -2.672 2.022
C 0.131 2.350 -2.747
C -1.029 2.776 -1.937
N -1.907 3.146 -1.280
H 0.680 3.143 -3.254
H -0.395 1.823 -3.543
H 0.758 1.855 -2.006
C -3.004 0.480 -1.845
C -3.724 1.112 -0.724
N -4.395 1.523 0.097
H -2.002 0.895 -1.959
H -3.531 0.384 -2.794
H -2.632 -0.515 -1.599
C -0.136 -0.080 3.799
C -1.078 0.785 3.115
N -1.933 1.414 2.585
H -0.536 -0.370 4.771
H 0.823 0.425 3.911
H 0.003 -0.971 3.187
C -0.333 3.190 1.216
C 0.960 3.418 2.023
N 1.971 3.610 2.535
H -0.273 3.722 0.266
H -1.123 3.583 1.855
H -0.532 2.137 1.015
Cl 2.074 0.481 2.199
C 3.266 1.583 1.554
C 2.911 2.266 0.259
Cl 2.358 1.225 -1.082
H 4.172 0.995 1.405
H 3.455 2.330 2.325
H 3.742 2.758 -0.247
H 2.091 2.962 0.437
Cl -2.352 -4.756 1.138
C -1.849 -3.889 -0.342
C -1.909 -2.295 -0.237
Cl -3.541 -1.691 0.046
H -2.414 -4.181 -1.227
H -0.842 -4.282 -0.479
H -1.546 -1.903 -1.187
H -1.274 -1.851 0.530
```

Computed properties:
Net charge: 0
Calculated total energy in Ha: -2926.86206
LUMO in eV: 0.041
Relative energy (zero: lowest compared OMol25 entry of this formula, charge and spin) in kJ/mol: 994.5

In the natural (NBO) picture, each atom carries the following charge in e: -0.725 0.453 -0.467 0.310 0.256 0.236 -0.828 0.506 -0.539 0.273 0.273 0.292 -0.741 0.409 -0.472 0.265 0.247 0.313 -0.757 0.283 -0.338 0.262 0.262 0.258 -0.730 0.286 -0.311 0.217 0.253 0.267 -0.757 0.304 -0.352 0.257 0.261 0.280 -0.726 0.323 -0.421 0.254 0.292 0.274 -0.024 -0.430 -0.379 -0.048 0.222 0.285 0.249 0.232 -0.077 -0.384 -0.468 -0.063 0.211 0.215 0.239 0.218